## A
{
  "formula": "C10H8BrNO2",
  "method": "wB97M-V/def2-TZVPD",
  "elements": ["C", "C", "C", "C", "C", "C", "C", "C", "C", "C", "N", "O", "O", "Br", "H", "H", "H", "H", "H", "H", "H", "H"],
  "xyz": [[-0.59, -2.09, 2.00], [-1.21, -0.85, 2.00], [0.56, -2.30, 1.24], [-0.71, 0.18, 1.24], [1.06, -1.30, 0.45], [0.43, -0.03, 0.42], [-0.59, 2.53, -3.30], [-0.70, 1.68, -4.29], [1.72, 0.85, -1.57], [0.82, 1.00, -0.44], [1.54, 1.80, -2.55], [2.58, 0.01, -1.73], [0.53, 2.76, -2.53], [-2.13, 1.23, -5.33], [-0.99, -2.90, 2.60], [-2.10, -0.69, 2.59], [1.04, -3.27, 1.26], [-1.19, 1.14, 1.23], [1.94, -1.44, -0.16], [-1.34, 3.25, -2.98], [0.30, 1.94, -0.38], [1.99, 1.66, -3.45]],
  "mulliken_charge": [-0.396, -0.496, -0.519, -0.544, -0.356, 0.910, 0.216, -0.334, 0.456, -0.771, -0.091, -0.676, -0.338, -0.055, 0.380, 0.373, 0.379, 0.320, 0.458, 0.389, 0.427, 0.269],
  "lumo_energy_ev": [-1.33, -1.57],
  "orbital_gap_ha": [0.2973, 0.2292],
  "mol_weight_g_mol": 254.083,
  "charge": 0
}


## B
{
  "formula": "C10H8BrNO2",
  "method": "wB97M-V/def2-TZVPD",
  "elements": ["C", "C", "C", "C", "C", "C", "C", "C", "C", "C", "N", "O", "O", "Br", "H", "H", "H", "H", "H", "H", "H", "H"],
  "xyz": [[1.43, -0.03, 0.54], [-0.47, -1.54, 0.51], [2.22, -1.04, 0.06], [0.22, -2.33, -0.41], [0.13, -0.32, 0.93], [1.59, -2.15, -0.52], [-2.38, 1.56, 0.19], [-0.73, 0.46, 1.87], [-1.36, 2.72, 0.04], [-0.82, 1.57, -0.89], [-1.88, 0.83, -0.96], [-1.79, 1.08, 1.61], [2.33, -2.98, -1.33], [0.79, 1.29, -1.82], [1.92, 0.81, 0.98], [-1.61, -1.74, 0.72], [3.19, -0.84, -0.02], [-0.11, -3.31, -0.76], [-3.43, 1.69, 0.41], [-1.67, 3.70, -0.55], [-0.76, 3.16, 0.88], [3.19, -2.60, -1.48]],
  "mulliken_charge": [-0.779, -0.158, -0.863, -0.827, 1.271, 0.917, 0.051, -1.038, -0.528, 0.296, -0.457, -0.111, -0.535, -0.062, 0.465, 0.226, 0.461, 0.398, 0.473, 0.279, 0.230, 0.292],
  "lumo_energy_ev": [0.17, 0.17],
  "orbital_gap_ha": [0.2690, 0.2690],
  "mol_weight_g_mol": 254.083,
  "charge": 0
}


The energy of each structure relative to the most stable one, in kJ/mol, is as follows: A 0.0; B 106.3.


## A
{
  "formula": "C11H17NO2P",
  "method": "wB97M-V/def2-TZVPD",
  "elements": ["C", "C", "C", "C", "C", "C", "C", "C", "C", "C", "C", "N", "O", "O", "P", "H", "H", "H", "H", "H", "H", "H", "H", "H", "H", "H", "H", "H", "H", "H", "H", "H"],
  "xyz": [[-1.13, -2.76, -3.77], [-0.74, -3.13, -2.50], [-1.24, -1.43, -4.22], [-0.67, -2.23, -1.47], [-0.83, -0.48, -3.24], [-0.68, -0.85, -1.91], [-0.57, -0.24, 1.52], [-1.73, 0.26, 0.58], [0.95, 1.19, 0.38], [0.53, 0.88, 1.78], [1.71, 0.24, 2.68], [0.89, 2.60, 0.04], [-1.12, 1.84, -1.70], [-0.07, 1.99, 2.23], [-0.83, 0.62, -0.92], [-1.25, -3.48, -4.54], [-0.58, -4.18, -2.12], [-1.37, -1.00, -5.26], [-0.45, -2.56, -0.52], [-0.84, 0.60, -3.49], [-1.03, -0.68, 2.37], [-0.05, -1.17, 1.03], [-2.51, -0.54, 0.50], [-2.27, 1.02, 1.00], [1.95, 0.79, -0.14], [2.51, -0.26, 2.10], [1.19, -0.49, 3.31], [2.15, 1.18, 3.26], [1.83, 2.97, -0.23], [0.54, 3.18, 0.78], [0.23, 2.70, -0.77], [-0.33, 1.98, 3.14]],
  "mulliken_charge": [-0.367, -0.601, -0.655, -0.572, -0.310, 0.730, -1.168, -0.952, -1.109, 1.379, -1.299, -0.145, -0.841, -0.634, 1.088, 0.406, 0.313, 0.341, 0.419, 0.384, 0.581, 0.228, 0.406, 0.543, 0.329, 0.324, 0.361, 0.351, 0.387, 0.325, 0.336, 0.421],
  "lumo_energy_ev": -2.80,
  "smiles": "C[C@]1(O)CC[P@](=O)(c2ccccc2)[C@H]1[NH3+]",
  "orbital_gap_ha": 0.3566,
  "mol_weight_g_mol": 226.236,
  "charge": 1
}


## B
{
  "formula": "C11H17NO2P",
  "method": "wB97M-V/def2-TZVPD",
  "elements": ["C", "C", "C", "C", "C", "C", "C", "C", "C", "C", "C", "N", "O", "O", "P", "H", "H", "H", "H", "H", "H", "H", "H", "H", "H", "H", "H", "H", "H", "H", "H", "H"],
  "xyz": [[4.71, 0.64, -0.06], [3.60, 1.47, 0.05], [4.48, -0.76, -0.26], [2.29, 0.91, 0.17], [3.24, -1.29, -0.24], [2.10, -0.43, 0.03], [-1.16, 0.79, 1.26], [-0.20, -0.23, 1.96], [-1.01, -0.77, -0.70], [-1.90, 0.16, 0.00], [-2.24, 1.39, -0.95], [-1.60, -2.13, -0.85], [0.62, -2.71, 0.74], [-3.08, -0.50, 0.39], [0.60, -1.21, 0.65], [5.70, 1.01, -0.21], [3.68, 2.49, 0.03], [5.37, -1.21, -0.68], [1.44, 1.56, 0.37], [3.02, -2.30, -0.75], [-1.79, 1.22, 2.01], [-0.48, 1.66, 0.88], [0.46, 0.22, 2.59], [-0.90, -1.04, 2.39], [-0.91, -0.31, -1.71], [-1.31, 1.85, -1.17], [-2.87, 2.09, -0.43], [-2.85, 1.16, -1.88], [-2.36, -1.84, -0.26], [-0.95, -2.84, -0.44], [-2.00, -2.48, -1.79], [-3.60, -0.10, 1.16]],
  "mulliken_charge": [-0.474, -0.764, -0.431, -0.108, -0.492, 0.774, -0.734, -0.887, -1.040, 1.411, -1.932, -0.148, -0.824, -0.658, 0.814, 0.389, 0.506, 0.323, 0.154, 0.270, 0.547, 0.212, 0.594, 0.305, 0.379, 0.524, 0.414, 0.364, 0.346, 0.363, 0.364, 0.439],
  "lumo_energy_ev": -2.87,
  "smiles": "C[C@]1(O)CC[P@](=O)(c2ccccc2)[C@H]1[NH3+]",
  "orbital_gap_ha": 0.3591,
  "mol_weight_g_mol": 226.236,
  "charge": 1
}


The energy of each structure relative to the most stable one, in kJ/mol, is as follows: A 42.1; B 0.0.


## A
{
  "formula": "C15H15NO3Pm",
  "method": "wB97M-V/def2-TZVPD",
  "elements": ["C", "C", "C", "C", "C", "Pm", "C", "C", "C", "N", "H", "H", "H", "H", "H", "H", "H", "H", "H", "H", "O", "C", "C", "C", "C", "C", "C", "C", "O", "O", "H", "H", "H", "H", "H"],
  "xyz": [[-2.49, -2.99, -0.70], [-1.22, -3.59, -1.01], [-0.53, -2.72, -1.92], [-1.38, -1.58, -2.17], [-2.59, -1.75, -1.41], [-0.53, -1.30, 0.30], [0.93, -2.86, 1.56], [-0.25, -3.11, 2.17], [-1.17, -3.60, 2.97], [-1.95, -0.82, 1.76], [0.51, -2.84, -2.26], [-0.82, -4.50, -0.55], [-1.08, -0.69, -2.72], [-3.39, -1.02, -1.32], [-3.22, -3.39, 0.00], [1.21, -3.42, 0.64], [-2.59, -0.57, 2.53], [1.54, -1.95, 1.80], [-0.95, -4.37, 3.71], [-2.22, -3.27, 2.93], [1.75, 2.33, 1.74], [1.68, 3.07, 0.60], [2.04, 4.41, 0.77], [2.03, 5.31, -0.28], [1.65, 4.89, -1.56], [1.28, 3.56, -1.75], [1.27, 2.63, -0.71], [0.70, 1.29, -1.01], [0.46, 0.97, -2.18], [0.56, 0.54, 0.05], [1.51, 1.40, 1.53], [2.34, 4.74, 1.77], [2.32, 6.36, -0.11], [1.64, 5.60, -2.40], [0.97, 3.24, -2.75]],
  "mulliken_spin": [-0.011, 0.003, -0.007, 0.003, -0.010, 4.098, 0.051, -0.008, 0.012, -0.155, 0.001, 0.003, 0.003, 0.003, 0.002, -0.004, 0.007, 0.001, 0.000, 0.002, 0.000, -0.001, 0.000, 0.000, 0.000, 0.001, 0.002, -0.005, 0.002, 0.008, 0.001, 0.000, 0.000, 0.000, 0.000],
  "lumo_energy_ev": [2.75, 2.74],
  "spin_multiplicity": 5,
  "orbital_gap_ha": [0.2181, 0.2265],
  "mol_weight_g_mol": 402.289,
  "charge": -1
}


## B
{
  "formula": "C15H15NO3Pm",
  "method": "wB97M-V/def2-TZVPD",
  "elements": ["C", "C", "C", "C", "C", "Pm", "C", "C", "C", "N", "H", "H", "H", "H", "H", "H", "H", "H", "H", "H", "O", "C", "C", "C", "C", "C", "C", "C", "O", "O", "H", "H", "H", "H", "H"],
  "xyz": [[1.48, -1.22, -3.43], [0.08, -1.15, -3.70], [-0.60, -1.88, -2.69], [0.38, -2.39, -1.79], [1.66, -1.99, -2.25], [0.44, 0.28, -1.50], [-1.35, 1.90, -2.68], [-0.13, 2.05, -3.19], [0.92, 2.56, -3.82], [2.37, 1.03, -1.48], [-1.68, -2.04, -2.62], [-0.38, -0.58, -4.51], [0.18, -3.00, -0.91], [2.61, -2.24, -1.78], [2.26, -0.73, -4.01], [-2.11, 1.24, -3.13], [3.20, 1.44, -1.00], [-1.73, 2.49, -1.82], [0.82, 3.35, -4.58], [1.96, 2.26, -3.62], [-0.69, 2.02, 2.64], [-0.71, 0.93, 3.44], [-0.70, 1.16, 4.82], [-0.75, 0.07, 5.69], [-0.82, -1.24, 5.19], [-0.82, -1.46, 3.80], [-0.72, -0.39, 2.90], [-0.55, -0.64, 1.44], [-0.58, -1.79, 1.00], [-0.32, 0.43, 0.69], [-0.59, 1.65, 1.71], [-0.66, 2.20, 5.17], [-0.72, 0.26, 6.76], [-0.87, -2.08, 5.88], [-0.87, -2.47, 3.40]],
  "mulliken_spin": [-0.005, 0.002, -0.008, -0.003, -0.006, 4.150, 0.051, 0.048, -0.006, -0.243, 0.002, 0.002, 0.002, 0.000, 0.003, 0.000, 0.011, -0.003, 0.003, 0.001, 0.000, -0.001, 0.000, 0.000, 0.000, 0.000, 0.001, -0.003, 0.003, -0.002, 0.001, 0.000, 0.000, 0.000, 0.000],
  "lumo_energy_ev": [2.71, 2.70],
  "spin_multiplicity": 5,
  "orbital_gap_ha": [0.2068, 0.2196],
  "mol_weight_g_mol": 402.289,
  "charge": -1
}


The energy of each structure relative to the most stable one, in kJ/mol, is as follows: A 31.1; B 0.0.


## A
{
  "formula": "C4H9O2P",
  "method": "wB97M-V/def2-TZVPD",
  "elements": ["C", "C", "C", "C", "O", "O", "P", "H", "H", "H", "H", "H", "H", "H", "H", "H"],
  "xyz": [[-0.30, -3.04, 0.96], [-0.32, 0.09, 1.38], [0.81, 1.93, -0.62], [-0.72, -0.42, -1.40], [1.71, -0.71, -0.11], [0.38, -3.72, 1.54], [0.54, 0.12, -0.18], [-0.08, -0.62, 2.07], [-1.34, -0.06, 1.16], [-0.20, 1.10, 1.81], [1.62, 1.94, -1.28], [1.20, 2.31, 0.43], [-0.13, 2.40, -0.87], [-1.33, -1.17, -0.99], [-0.35, -0.51, -2.46], [-1.47, 0.34, -1.44]],
  "mulliken_charge": [0.128, -1.246, -1.094, -1.206, -0.730, -0.160, 1.018, 0.396, 0.369, 0.389, 0.368, 0.305, 0.332, 0.416, 0.323, 0.392],
  "lumo_energy_ev": 0.82,
  "orbital_gap_ha": 0.3954,
  "mol_weight_g_mol": 120.088,
  "charge": 0
}


## B
{
  "formula": "C4H9O2P",
  "method": "wB97M-V/def2-TZVPD",
  "elements": ["C", "C", "C", "C", "O", "O", "P", "H", "H", "H", "H", "H", "H", "H", "H", "H"],
  "xyz": [[-0.53, 2.03, -0.73], [-0.37, -0.11, 1.32], [-0.40, -1.45, -0.65], [0.03, -0.14, -0.09], [0.08, 2.48, 0.15], [-0.75, 0.77, -0.86], [1.78, 0.46, -0.12], [-0.96, 2.74, -1.64], [-0.24, 0.82, 1.82], [0.08, -0.80, 1.97], [-1.39, -0.22, 1.55], [0.16, -1.92, -1.46], [-1.40, -1.46, -1.00], [-0.37, -2.31, 0.03], [2.04, -0.49, 0.82], [2.26, -0.39, -1.10]],
  "mulliken_charge": [0.147, -1.914, -1.509, 1.174, -0.414, -0.340, -0.059, 0.281, 0.491, 0.516, 0.484, 0.362, 0.387, 0.353, 0.032, 0.012],
  "lumo_energy_ev": 0.95,
  "smiles": "CC(C)(P)OC=O",
  "orbital_gap_ha": 0.3777,
  "mol_weight_g_mol": 120.088,
  "charge": 0
}


The energy of each structure relative to the most stable one, in kJ/mol, is as follows: A 0.0; B 197.0.


## A
{
  "formula": "C4H9O2P",
  "method": "wB97M-V/def2-TZVPD",
  "elements": ["C", "C", "C", "C", "O", "O", "P", "H", "H", "H", "H", "H", "H", "H", "H", "H"],
  "xyz": [[-2.83, 0.76, -0.06], [-0.15, 0.68, 1.45], [1.92, -0.89, 0.01], [-0.18, 0.46, -1.66], [-0.72, -1.68, -0.05], [-3.52, 0.17, 0.61], [0.06, -0.45, -0.01], [-0.77, 1.56, 1.44], [0.87, 0.71, 1.86], [-0.50, 0.04, 2.22], [2.19, -1.17, -1.03], [1.83, -1.79, 0.70], [2.58, -0.15, 0.54], [-1.13, 0.95, -1.74], [-0.28, -0.23, -2.51], [0.62, 1.05, -1.78]],
  "mulliken_charge": [0.055, -1.167, -1.148, -1.159, -0.699, -0.133, 0.964, 0.396, 0.371, 0.392, 0.341, 0.317, 0.343, 0.382, 0.329, 0.416],
  "lumo_energy_ev": 0.82,
  "orbital_gap_ha": 0.3898,
  "mol_weight_g_mol": 120.088,
  "charge": 0
}


## B
{
  "formula": "C4H9O2P",
  "method": "wB97M-V/def2-TZVPD",
  "elements": ["C", "C", "C", "C", "O", "O", "P", "H", "H", "H", "H", "H", "H", "H", "H", "H"],
  "xyz": [[0.18, 0.61, 0.35], [-0.10, -0.62, -0.42], [0.95, 1.73, -0.20], [0.90, -1.72, -0.05], [-2.08, 1.22, -0.20], [-1.39, -1.16, -0.13], [-2.65, -0.11, 0.15], [0.02, 0.54, 1.41], [-0.04, -0.42, -1.49], [1.91, 1.37, -0.59], [1.12, 2.50, 0.55], [0.43, 2.19, -1.05], [0.88, -1.93, 1.02], [1.91, -1.43, -0.35], [0.62, -2.63, -0.58], [-2.64, -0.15, 1.59]],
  "mulliken_charge": [-0.357, 0.704, -1.111, -1.297, -0.458, -0.315, 0.212, 0.421, 0.175, 0.287, 0.329, 0.335, 0.350, 0.367, 0.348, 0.011],
  "lumo_energy_ev": [-1.43, -0.01],
  "orbital_gap_ha": [0.2252, 0.3079],
  "mol_weight_g_mol": 120.088,
  "charge": 0
}


The energy of each structure relative to the most stable one, in kJ/mol, is as follows: A 0.0; B 173.4.